Record 1
Below is a molecular structure, C24H23EuI2N7O4, with properties calculated with ωB97M-V with the def2-TZVPD basis set.

Positions of all 61 atoms, in Å:
Eu: -0.735 0.278 -0.686
I: 4.748 5.954 -0.511
C: 3.347 4.474 -0.860
C: 3.696 3.344 -1.593
C: 2.740 2.369 -1.841
I: 3.253 0.590 -2.771
C: 1.423 2.535 -1.410
O: 0.494 1.662 -1.727
C: 1.106 3.617 -0.573
C: -0.227 3.643 0.146
N: -0.441 2.377 0.916
C: 0.582 2.229 1.968
C: 1.269 0.890 1.996
C: 1.935 0.479 3.148
C: 2.693 -0.672 3.117
C: 2.784 -1.382 1.926
C: 2.074 -0.921 0.839
N: 1.314 0.183 0.866
C: 2.070 4.587 -0.325
H: 4.707 3.218 -1.956
H: -1.063 3.755 -0.541
H: -0.235 4.499 0.828
H: -1.351 2.401 1.365
H: 0.179 2.466 2.954
H: 1.376 2.955 1.774
H: 1.862 1.077 4.047
H: 3.220 -1.004 4.002
H: 3.398 -2.268 1.837
H: 2.124 -1.426 -0.119
H: 1.822 5.431 0.308
O: -2.627 -2.834 0.140
C: -2.516 -1.667 0.484
O: -1.462 -1.080 0.959
C: -3.676 -0.706 0.268
C: -4.989 -1.131 0.377
C: -5.993 -0.195 0.200
C: -5.646 1.111 -0.109
C: -4.306 1.433 -0.232
N: -3.328 0.549 -0.031
H: -5.193 -2.169 0.601
H: -7.033 -0.477 0.300
H: -6.397 1.873 -0.263
H: -4.000 2.438 -0.494
N: -2.288 2.676 -3.256
C: -2.061 2.177 -2.238
H: -2.375 3.088 -4.163
C: -1.039 -5.526 -1.904
N: -0.743 -4.115 -2.077
C: -1.439 -3.231 -2.996
C: -1.033 -1.891 -2.441
O: -1.497 -0.780 -2.732
N: -0.113 -2.039 -1.454
C: -0.093 -3.364 -1.192
N: 0.552 -3.859 -0.139
H: -1.668 -5.852 -2.728
H: -1.582 -5.694 -0.972
H: -0.123 -6.117 -1.925
H: -2.521 -3.359 -2.939
H: -1.105 -3.346 -4.029
H: 0.773 -3.197 0.590
H: 0.364 -4.800 0.164

As for the net charge: +1. The value obtained for the HOMO-LUMO gap (alpha / beta) is 0.2649 / 0.2825 hartree. The expectation value of S² is 12.011. Its spin multiplicity is 7. Its energy is -79411.26395 eV.



Record 2
Below is a molecular structure, C2H3FINO, with properties calculated with ωB97M-V with the def2-TZVPD basis set.

Positions of all 9 atoms, in Å:
C: 0.387 -0.207 0.622
C: 0.661 -0.768 -0.783
N: -1.248 0.875 0.413
O: 0.555 -0.427 1.750
F: 0.563 0.215 -1.805
I: -1.564 1.567 2.170
H: -0.020 -1.601 -1.100
H: 1.707 -1.249 -0.988
H: -1.042 1.595 -0.281

The value obtained for the HOMO-LUMO gap (alpha / beta) is 0.3011 / 0.3011 hartree. Its energy is -16475.11299 eV.



Record 3
Below is 2 unconnected molecules or ions with the total composition C4H8N2O2, with properties calculated with ωB97M-V with the def2-TZVPD basis set.

Positions of all 16 atoms, in Å:
C: 1.726 1.944 1.069
C: 0.305 -0.499 -1.504
C: -0.856 0.206 -0.874
C: 0.529 0.262 -0.211
N: -1.770 -0.555 -0.079
N: 0.458 -0.732 0.985
O: 1.490 1.438 2.073
O: 2.068 2.693 0.293
H: 0.312 -1.534 -1.414
H: 0.823 0.016 -2.433
H: -1.256 1.178 -1.453
H: -2.454 0.053 0.339
H: -2.352 -1.202 -0.593
H: 0.706 -0.454 1.924
H: 0.811 -1.673 0.790
H: -0.539 -1.140 1.088

The value obtained for the HOMO-LUMO gap is 0.2922 hartree. Its energy is -11349.46759 eV.



Record 4
Below is a molecular structure, C42H55N5OSc, with properties calculated with ωB97M-V with the def2-TZVPD basis set.

Positions of all 104 atoms, in Å:
Sc: 0.016 0.184 0.538
C: -3.578 1.926 -4.355
C: -3.665 2.680 -3.027
C: -2.427 2.508 -2.205
C: -1.310 3.300 -2.208
C: -1.098 4.579 -2.953
C: -1.386 5.807 -2.089
C: -0.367 2.698 -1.292
C: 0.937 3.126 -1.048
C: 1.865 2.577 -0.161
C: 3.232 3.003 0.022
C: 3.932 4.027 -0.813
C: 4.297 3.493 -2.200
C: 3.744 2.268 1.057
C: 2.688 1.396 1.515
C: 2.746 0.537 2.616
C: 1.768 -0.346 3.066
N: 0.592 -0.602 2.413
C: -0.077 -1.562 3.119
C: -1.286 -2.140 2.729
C: -2.081 -1.800 1.636
N: -1.851 -0.729 0.818
C: -2.862 -0.676 -0.102
C: -3.023 0.341 -1.041
C: -2.168 1.414 -1.302
N: -0.923 1.566 -0.759
C: -3.759 -1.789 0.118
C: -3.280 -2.482 1.194
C: -3.817 -3.740 1.800
C: -3.075 -4.982 1.299
C: -4.942 -2.107 -0.738
C: -4.542 -2.780 -2.053
C: 0.704 -1.931 4.277
C: 1.845 -1.180 4.245
C: 2.995 -1.242 5.199
C: 3.978 -2.357 4.834
C: 0.290 -2.917 5.323
C: -0.746 -2.338 6.289
N: 1.579 1.587 0.740
C: 5.108 2.378 1.662
C: 5.159 3.419 2.781
H: -4.482 2.064 -4.947
H: -3.443 0.856 -4.186
H: -2.730 2.278 -4.945
H: -4.535 2.334 -2.464
H: -3.834 3.742 -3.212
H: -1.735 4.590 -3.840
H: -0.070 4.621 -3.324
H: -2.419 5.801 -1.738
H: -1.224 6.726 -2.653
H: -0.740 5.827 -1.211
H: 1.274 3.984 -1.616
H: 4.835 4.358 -0.298
H: 3.303 4.916 -0.910
H: 4.923 2.603 -2.115
H: 4.844 4.237 -2.778
H: 3.403 3.216 -2.762
H: 3.662 0.568 3.192
H: -1.643 -2.958 3.343
H: -3.936 0.308 -1.623
H: -4.880 -3.828 1.573
H: -3.748 -3.683 2.889
H: -3.192 -5.091 0.220
H: -3.454 -5.887 1.773
H: -2.007 -4.909 1.510
H: -5.499 -1.191 -0.951
H: -5.629 -2.751 -0.186
H: -3.885 -2.131 -2.636
H: -5.417 -3.009 -2.660
H: -4.007 -3.712 -1.864
H: 2.618 -1.389 6.213
H: 3.517 -0.283 5.216
H: 3.469 -3.319 4.770
H: 4.771 -2.441 5.576
H: 4.437 -2.164 3.863
H: 1.172 -3.239 5.879
H: -0.107 -3.817 4.846
H: -0.332 -1.489 6.833
H: -1.066 -3.084 7.016
H: -1.628 -1.985 5.753
H: 5.827 2.635 0.881
H: 5.423 1.405 2.045
H: 4.856 4.400 2.413
H: 6.164 3.504 3.192
H: 4.481 3.152 3.594
O: 0.764 -1.065 -0.958
C: 1.310 -1.181 -2.070
C: 1.283 -0.079 -3.080
C: 0.287 -0.592 -4.162
C: -0.825 -1.541 -3.655
C: -0.434 -3.033 -3.561
C: 0.568 -3.389 -2.460
N: 1.677 -2.404 -2.507
H: 2.268 0.121 -3.504
H: 0.921 0.827 -2.598
H: 0.842 -1.106 -4.950
H: -0.166 0.282 -4.631
H: -1.657 -1.473 -4.358
H: -1.223 -1.185 -2.699
H: -0.023 -3.338 -4.529
H: -1.334 -3.633 -3.412
H: 0.977 -4.389 -2.587
H: 0.125 -3.329 -1.469
H: 2.097 -2.368 -3.428

As for the net charge: +1. The value obtained for the HOMO-LUMO gap is 0.2106 hartree. Its energy is -74647.07976 eV.



Record 5
Below is a molecular structure, C15H17Be2CaCl3F3N2O17S4, with properties calculated with ωB97M-V with the def2-TZVPD basis set.

Positions of all 64 atoms, in Å:
O: 0.049 -1.095 3.605
C: -0.426 -0.661 2.600
C: -1.858 -0.846 2.178
C: -2.501 0.087 1.462
C: -3.930 -0.184 1.024
C: -4.745 1.077 0.738
O: -6.062 0.769 0.287
C: -1.759 1.326 1.139
O: -2.202 2.450 1.078
C: -0.256 1.149 0.899
C: 0.345 1.981 -0.041
C: 1.713 1.852 -0.245
C: 2.437 0.856 0.557
C: 1.793 0.029 1.466
C: 0.411 0.185 1.631
H: -2.327 -1.809 2.493
H: -3.942 -0.781 0.101
H: -4.469 -0.760 1.785
H: -4.745 1.753 1.606
H: -4.224 1.640 -0.053
H: -6.538 1.604 0.287
H: -0.238 2.711 -0.593
H: 2.201 2.516 -0.967
H: 3.555 0.745 0.454
H: 2.359 -0.696 2.047
Ca: 2.869 -0.037 -1.785
C: -4.978 -2.946 -2.687
N: -3.906 -3.406 -1.778
O: -4.038 -3.241 -0.581
O: -2.919 -3.919 -2.289
H: -5.771 -2.510 -2.089
H: -4.533 -2.207 -3.356
H: -5.333 -3.813 -3.237
Cl: 3.074 2.784 -7.069
C: 4.282 3.654 -6.097
C: 5.260 2.718 -5.439
Cl: 4.484 1.730 -4.156
H: 3.753 4.260 -5.365
H: 4.818 4.320 -6.772
H: 6.055 3.284 -4.959
H: 5.710 2.035 -6.155
O: -1.718 -0.546 5.985
S: -2.632 -1.651 5.741
O: -3.840 -1.517 6.630
O: -1.976 -2.922 5.981
O: -3.144 -1.599 4.346
Be: -1.596 -2.890 -0.765
O: -1.156 -0.372 -5.636
S: -1.591 -1.511 -4.599
O: -0.483 -1.511 -3.638
O: -1.721 -2.776 -5.276
O: -2.840 -1.102 -3.974
N: 5.947 1.307 2.881
S: 6.551 1.200 4.355
O: 7.970 1.098 4.432
O: 5.783 0.453 5.291
F: 6.289 2.699 4.809
S: 6.078 -0.016 2.070
O: 5.828 0.188 0.664
O: 5.524 -1.203 2.632
F: 7.635 -0.313 2.069
Be: -3.758 -1.495 8.747
F: -2.576 -3.266 2.898
Cl: -2.046 -0.858 -7.366

As for the net charge: -1. The value obtained for the HOMO-LUMO gap is 0.0995 hartree. Its energy is -161904.16440 eV.



Record 6
Below is 2 unconnected molecules or ions with the total composition C7H14FN2, with properties calculated with ωB97M-V with the def2-TZVPD basis set.

Positions of all 24 atoms, in Å:
C: 1.322 -1.116 -0.483
C: 0.763 -0.523 0.501
C: -1.703 2.636 0.742
C: 2.309 -2.245 -0.442
C: 0.189 0.230 1.426
C: 1.467 -3.464 -0.753
C: -1.256 1.627 -0.210
N: -0.313 1.924 -1.162
N: -2.041 0.514 -0.450
F: 1.347 -3.352 -2.174
H: -2.567 3.007 0.384
H: -1.994 2.124 1.597
H: -0.933 3.333 1.029
H: 3.184 -2.232 -1.249
H: 2.654 -2.230 0.560
H: 0.679 1.201 1.556
H: -0.472 -0.252 2.005
H: 1.939 -4.469 -0.757
H: 0.561 -3.469 -0.273
H: -0.348 1.507 -2.066
H: 0.588 2.327 -1.075
H: -1.526 -0.277 -0.814
H: -2.866 0.255 0.041
H: 0.929 -1.183 -1.594

As for the net charge: +1. The value obtained for the HOMO-LUMO gap is 0.3367 hartree. Its energy is -13173.90210 eV.



Record 7
Below is a molecular structure, C50H33N10O10Y, with properties calculated with ωB97M-V with the def2-TZVPD basis set.

Positions of all 104 atoms, in Å:
Y: 0.467 -0.140 -0.179
C: 3.671 5.732 0.918
C: 2.778 5.829 1.985
C: 1.927 4.753 2.325
C: 2.207 3.590 1.681
C: 1.503 2.234 1.831
N: 1.947 1.488 0.851
C: 2.948 2.104 0.126
N: 3.663 1.644 -0.836
C: 3.615 0.396 -1.230
C: 4.613 -0.210 -2.024
C: 5.743 0.316 -2.678
C: 6.595 -0.539 -3.300
C: 6.312 -1.927 -3.432
C: 5.172 -2.429 -2.909
C: 4.311 -1.613 -2.127
C: 3.112 -1.778 -1.301
N: 2.685 -3.015 -0.907
C: 1.768 -3.259 -0.039
N: 1.025 -2.404 0.752
C: 0.210 -3.043 1.600
N: -0.494 -2.523 2.604
C: -0.491 -1.210 2.965
N: 0.064 -0.178 2.222
C: -0.030 0.917 2.995
N: 0.569 2.115 2.727
C: -0.769 0.671 4.182
C: -1.191 1.439 5.260
C: -1.904 0.856 6.293
C: -2.275 -0.496 6.289
C: -1.863 -1.258 5.217
C: -1.085 -0.686 4.220
C: 0.295 -4.446 1.311
C: -0.529 -5.507 1.678
C: -0.283 -6.741 1.146
C: 0.763 -6.919 0.276
C: 1.573 -5.865 -0.196
C: 1.226 -4.589 0.272
N: 2.755 -0.588 -0.824
C: 3.078 3.497 0.608
C: 3.782 4.587 0.199
H: 4.337 6.455 0.454
H: 2.617 6.820 2.464
H: 1.158 4.901 3.037
H: 5.875 1.381 -2.730
H: 7.515 -0.228 -3.810
H: 6.802 -2.498 -4.135
H: 4.859 -3.452 -2.993
H: -1.007 2.542 5.280
H: -2.193 1.532 7.080
H: -2.845 -0.882 7.175
H: -2.170 -2.286 5.046
H: -1.373 -5.264 2.377
H: -0.915 -7.582 1.355
H: 0.816 -7.923 -0.069
H: 2.361 -5.983 -0.846
H: 4.565 4.517 -0.498
O: 0.193 2.616 -3.572
C: 0.223 2.238 -2.412
O: 0.656 1.114 -1.952
C: -0.150 3.283 -1.326
C: 0.099 4.579 -1.610
C: -0.349 5.632 -0.796
C: -1.051 5.357 0.322
C: -1.183 4.037 0.700
C: -0.719 2.887 -0.092
O: -0.757 1.690 0.261
N: -1.968 3.844 1.976
O: -2.139 4.788 2.716
O: -2.465 2.732 2.200
N: -0.237 7.012 -1.325
O: 0.384 7.259 -2.345
O: -0.765 7.910 -0.662
H: 0.571 4.877 -2.526
H: -1.405 6.146 0.994
C: -3.974 1.078 -0.699
C: -3.823 1.529 -2.203
O: -3.913 0.508 -3.166
C: -2.651 -0.071 -3.363
C: -2.877 -1.461 -3.933
H: -3.831 1.943 -0.053
H: -3.215 0.349 -0.432
H: -4.917 0.545 -0.552
H: -2.881 2.074 -2.266
H: -4.645 2.223 -2.438
H: -2.212 -0.228 -2.395
H: -2.006 0.563 -3.995
H: -3.328 -2.114 -3.189
H: -1.940 -1.849 -4.204
H: -3.493 -1.317 -4.845
O: -0.458 -1.987 -1.716
C: -1.396 -2.079 -0.887
O: -1.533 -1.226 0.053
C: -2.345 -3.188 -0.989
C: -3.593 -3.122 -0.425
C: -4.480 -4.180 -0.472
C: -3.965 -5.416 -0.944
C: -2.637 -5.526 -1.379
C: -1.802 -4.413 -1.484
H: -3.883 -2.148 0.030
H: -5.481 -4.027 -0.055
H: -4.586 -6.332 -0.920
H: -2.164 -6.453 -1.619
H: -0.780 -4.527 -1.750

As for the net charge: -2. The value obtained for the HOMO-LUMO gap (alpha / beta) is 0.1903 / 0.1751 hartree. Its energy is -88809.68388 eV.



Record 8
Below is 14 unconnected molecules or ions with the total composition C4H26BO21, with properties calculated with ωB97M-V with the def2-TZVPD basis set.

Positions of all 52 atoms, in Å:
O: 2.190 -2.111 1.786
C: 1.702 -1.548 0.859
O: 0.495 -0.990 0.825
B: 0.278 -0.350 -0.504
O: 1.512 -0.486 -1.212
C: 2.365 -1.297 -0.531
O: 3.392 -1.686 -0.977
O: -0.042 1.039 -0.188
C: -1.252 1.314 -0.578
O: -1.813 2.376 -0.442
C: -1.857 -0.009 -1.147
O: -0.878 -0.891 -1.239
O: -3.021 -0.225 -1.406
O: 3.007 -4.558 -1.222
H: 2.176 -4.250 -0.848
H: 3.593 -4.652 -0.463
O: -0.889 1.627 3.094
H: -0.341 1.775 2.315
H: -1.604 2.266 3.012
O: -3.245 -0.435 -4.384
H: -3.191 -0.249 -3.436
H: -3.237 -1.394 -4.439
O: -3.409 -0.961 1.889
H: -3.084 -0.883 2.793
H: -3.321 -0.075 1.522
O: -2.124 5.679 0.971
H: -2.837 6.321 1.031
H: -2.535 4.892 0.588
O: 4.887 -2.866 3.782
H: 4.146 -2.383 3.400
H: 5.648 -2.298 3.626
O: 1.912 -0.151 4.670
H: 1.869 0.033 3.726
H: 1.856 -1.110 4.730
O: -0.182 -1.375 -4.319
H: 0.478 -1.586 -3.646
H: -0.582 -2.221 -4.537
O: -4.656 3.045 1.171
H: -3.790 2.706 1.420
H: -4.957 3.540 1.941
O: 6.104 -1.407 0.761
H: 5.382 -1.209 0.151
H: 6.206 -0.606 1.283
O: 2.423 -2.241 -3.940
H: 2.562 -1.290 -4.013
H: 3.191 -2.561 -3.449
O: -5.537 0.765 -1.144
H: -5.574 0.059 -0.493
H: -4.588 0.860 -1.344
O: 0.497 4.178 -0.828
H: 0.869 4.362 0.039
H: -0.193 3.519 -0.656

As for the net charge: -1. The value obtained for the HOMO-LUMO gap is 0.3772 hartree. Its energy is -48252.58370 eV.



Record 9
Below is 2 unconnected molecules or ions with the total composition C4H8O2, with properties calculated with ωB97M-V with the def2-TZVPD basis set.

Positions of all 14 atoms, in Å:
C: -1.339 0.718 -0.658
C: -0.483 0.758 0.361
O: 0.105 1.891 0.840
C: 0.005 -0.457 1.102
C: 1.394 -0.842 0.631
O: 1.682 -1.941 0.224
H: -1.753 -0.227 -0.986
H: -1.646 1.611 -1.196
H: -0.182 2.642 0.307
H: 0.061 -0.222 2.173
H: -0.663 -1.308 0.950
H: 2.149 -0.031 0.676
H: 0.127 -1.054 -2.403
H: 0.543 -1.538 -2.022

The value obtained for the HOMO-LUMO gap is 0.3637 hartree. Its energy is -8370.79898 eV.



Let's list maximum force in order: 0.0239, 0.0940, 0.0762, 0.0196, 0.0799, 0.0949, 0.0694, 0.0379, 0.0101 hartree/bohr.